Density functional theory data (ωB97M-V with the def2-TZVPD basis set) for a cluster of 7 separate species, C42H105N7O14 in total at a distorted geometry.

Its structure (SMILES) is COCCNCCOC.COCCNCCOC.COCCNCCOC.COCCNCCOC.COCCNCCOC.COCCNCCOC.COCCNCCOC. Its net charge is 0.

```
168
Properties=species:S:1:pos:R:3:forces:R:3
C -10.34656 -5.34639 -5.23618 0.27 -0.66 0.30
O -10.08453 -4.98228 -3.89255 -0.86 0.83 0.63
C -8.86573 -5.37850 -3.32252 1.08 0.32 -0.83
C -8.64043 -5.04351 -1.84039 0.26 -1.17 -0.99
N -7.56238 -5.94299 -1.33320 0.03 1.46 0.24
C -6.18980 -5.68511 -1.84348 -0.87 1.73 -0.16
C -5.62950 -4.24146 -1.55850 1.09 -0.64 0.73
O -5.02739 -4.26219 -0.28122 -0.70 -1.82 0.12
C -4.30022 -3.17207 0.11281 -0.21 1.06 0.05
H -11.09019 -6.14330 -5.23096 0.23 -0.44 -0.09
H -9.41483 -5.65773 -5.70846 -0.07 -0.21 -0.24
H -10.80769 -4.58191 -5.86149 0.26 0.64 0.51
H -8.06000 -4.89189 -3.87220 0.29 0.05 -0.38
H -8.66410 -6.44610 -3.41007 -0.42 -0.39 -0.20
H -9.61682 -5.23692 -1.39616 0.30 0.10 0.78
H -8.31858 -4.00903 -1.72052 -0.31 -0.10 0.21
H -7.83970 -6.91364 -1.36515 0.21 0.06 -0.16
H -6.09176 -5.68589 -2.92906 -0.29 -0.70 -0.42
H -5.51561 -6.42936 -1.41963 0.03 0.26 0.02
H -6.22608 -3.34283 -1.71549 -1.17 -0.28 0.39
H -4.83235 -3.98335 -2.25564 0.45 -0.68 -0.56
H -4.99904 -2.45147 0.53768 0.16 0.53 0.26
H -3.80615 -2.69465 -0.73339 0.36 0.13 -0.18
H -3.56292 -3.45733 0.86322 -0.04 -0.04 -0.04
C -1.59385 -5.02972 -8.77505 0.46 1.04 -0.25
O -1.98111 -4.46836 -7.53983 0.16 0.14 0.62
C -3.37715 -4.25916 -7.46372 0.08 0.66 0.46
C -3.82461 -3.68987 -6.10656 0.53 1.53 -0.31
N -3.21387 -2.28234 -5.79209 -0.32 -2.36 -0.84
C -3.24224 -2.14849 -4.36195 0.96 1.15 1.35
C -2.64701 -0.78975 -3.80861 -0.67 -1.26 -0.63
O -1.21860 -0.77324 -4.06767 -1.60 1.35 -0.88
C -0.87037 0.14276 -5.16162 0.79 -1.17 0.73
H -0.73943 -4.44532 -9.11644 0.65 -0.51 0.27
H -2.27293 -4.78999 -9.59327 -0.72 -0.46 0.16
H -1.38702 -6.09552 -8.67822 -0.02 0.03 -0.20
H -3.82685 -5.23446 -7.64984 -0.69 0.16 -0.08
H -3.59713 -3.50950 -8.22380 -0.58 -0.16 -0.30
H -3.68673 -4.44295 -5.33069 0.62 0.12 0.34
H -4.89455 -3.48296 -6.08319 -0.15 -0.25 -0.48
H -2.23588 -2.37944 -6.02489 0.32 0.11 -0.37
H -2.55628 -2.85681 -3.89737 -0.17 -0.63 0.25
H -4.26145 -2.36283 -4.04045 -0.04 0.36 0.41
H -2.84698 -0.69936 -2.74094 0.39 -0.43 0.27
H -3.23402 0.03610 -4.21044 0.55 0.34 -0.57
H -0.19606 0.91017 -4.78150 -0.38 0.34 0.20
H -1.73118 0.54721 -5.69410 0.04 -0.05 0.22
H -0.24032 -0.43358 -5.83908 -0.22 -0.08 -0.30
C 4.40964 -5.28149 0.51325 -0.10 -0.75 0.77
O 4.81114 -4.22799 1.35116 -0.66 -1.73 -0.45
C 5.45049 -3.16572 0.71782 -1.56 2.64 1.62
C 4.86490 -2.59997 -0.64372 2.23 -0.25 1.33
N 3.49161 -2.35926 -0.80919 -2.87 1.03 -0.27
C 3.03943 -2.18941 -2.18735 1.81 -1.38 -0.84
C 3.90110 -1.23717 -3.09240 -1.31 0.30 0.34
O 5.05034 -1.78927 -3.70248 -0.01 -0.51 -0.37
C 4.84449 -2.60797 -4.87523 0.38 0.08 0.32
H 4.12119 -6.10256 1.16956 0.02 -0.08 0.12
H 5.24510 -5.66318 -0.07363 -0.14 0.15 -0.53
H 3.49774 -5.02563 -0.02627 0.25 0.10 -0.61
H 6.52629 -3.19253 0.89117 0.43 -0.58 -1.44
H 5.22812 -2.50588 1.55642 -0.02 1.51 -0.51
H 5.35411 -3.21590 -1.39830 -0.53 -0.35 -0.67
H 5.25022 -1.59403 -0.81019 1.28 -0.14 0.31
H 2.70448 -2.61768 -0.23149 0.75 -0.51 0.56
H 1.96833 -2.02940 -2.31077 0.14 0.35 0.47
H 3.23314 -3.18055 -2.59750 -0.29 -0.39 -0.92
H 4.14143 -0.37326 -2.47273 0.81 -0.06 0.04
H 3.28008 -0.77948 -3.86244 -0.41 -0.25 -0.26
H 5.67512 -3.31110 -4.93649 -0.12 -0.22 0.48
H 4.93189 -2.10060 -5.83598 -0.22 0.89 0.16
H 3.89911 -3.14977 -4.90340 -0.06 -0.02 0.41
C 1.97591 4.61994 4.16204 0.11 0.92 1.22
O 2.21204 5.94467 4.67682 -0.04 -0.20 0.02
C 2.08967 6.09079 6.09416 -1.06 1.18 -0.43
C 2.28007 7.63863 6.39403 -0.22 -2.08 -1.22
N 3.60801 7.85321 6.80779 1.98 -0.02 -0.24
C 3.92761 9.26925 6.81062 -1.01 1.19 1.18
C 5.27644 9.74129 7.28971 0.60 -1.53 -0.04
O 5.35745 11.14443 7.33747 -1.49 -0.19 0.77
C 6.55696 11.51968 7.90350 2.12 1.14 -0.52
H 2.35228 4.50782 3.14525 0.20 0.33 0.19
H 0.90304 4.42799 4.14755 -0.10 -0.26 0.12
H 2.50387 3.97764 4.86687 -0.13 -0.73 -0.33
H 2.68373 5.38629 6.67630 1.23 0.31 -0.19
H 1.12612 5.78561 6.50224 -0.91 0.13 -0.67
H 1.55885 7.98849 7.13264 -0.45 0.14 -0.02
H 2.20181 8.17331 5.44741 -0.76 -0.17 -0.03
H 3.66296 7.36598 7.69080 0.87 0.60 0.42
H 3.19948 9.73655 7.47361 -0.21 0.57 0.40
H 3.71928 9.79207 5.87716 0.04 -0.73 -0.56
H 6.07029 9.31303 6.67775 0.21 0.20 -0.63
H 5.50268 9.26493 8.24365 -0.20 0.32 0.66
H 6.73357 12.56929 8.13847 -1.32 0.54 -0.38
H 7.28590 11.38735 7.10397 0.83 -0.59 0.36
H 6.86953 11.10630 8.86241 -0.33 -1.08 -0.13
C 0.70162 0.76199 4.65759 -0.18 -0.92 -0.08
O 0.00228 0.12931 3.60699 -1.57 0.13 0.01
C -1.27273 -0.50772 3.98386 1.51 0.03 -1.04
C -2.22606 -0.46056 2.75854 1.48 -0.44 1.10
N -1.47253 -0.94764 1.60843 0.35 0.62 -1.81
C -1.84389 -0.37187 0.28194 -1.01 -0.28 0.62
C -1.21163 0.98603 -0.05095 1.87 -0.31 1.32
O 0.24977 0.83425 -0.20059 -0.79 0.04 -0.37
C 0.67741 0.47967 -1.52854 -0.45 0.17 0.66
H 1.57248 1.24854 4.21828 -0.18 0.15 0.08
H 1.04449 -0.01866 5.33666 0.25 0.06 0.39
H 0.06115 1.44641 5.21388 0.06 0.30 -0.03
H -1.66800 -0.12508 4.92484 -0.18 0.43 -0.19
H -1.02119 -1.55361 4.15974 -0.07 -0.24 0.09
H -2.67162 0.53069 2.67484 -0.04 0.14 -0.27
H -2.97388 -1.21665 2.99764 -0.55 0.26 -0.11
H -0.48262 -0.74850 1.63120 0.29 -0.03 0.95
H -2.92553 -0.29669 0.39379 -0.28 0.30 -0.76
H -1.62524 -1.11384 -0.48602 0.03 0.01 -0.12
H -1.28359 1.55628 0.87519 0.00 0.18 0.11
H -1.62574 1.65209 -0.80791 -0.21 -0.58 -0.52
H 0.80656 1.37134 -2.14202 -0.45 0.20 -0.21
H -0.04911 -0.21560 -1.94909 0.17 0.03 -0.43
H 1.66916 0.02755 -1.51846 -0.14 -0.18 0.56
C -0.49420 -4.02929 -0.29123 2.31 0.19 1.96
O 0.58557 -3.76974 0.78398 -2.38 0.64 -0.26
C -0.05528 -3.89858 2.12360 1.20 -2.06 -0.16
C 0.93345 -3.72380 3.31106 -0.01 1.92 -0.28
N 1.84566 -4.81819 3.36690 0.49 -1.22 -0.27
C 2.88960 -4.78501 4.42471 -1.10 0.28 -1.33
C 3.91719 -5.94309 4.25905 -0.33 1.93 -1.51
O 4.11093 -6.69140 5.36929 0.21 -2.17 1.49
C 3.03162 -7.57220 5.68021 -0.28 0.53 1.03
H -1.32268 -3.33176 -0.16807 0.11 -0.02 0.04
H -0.80728 -5.06735 -0.17929 -0.18 0.04 -0.03
H 0.03071 -3.89857 -1.23753 -0.14 0.09 0.08
H -0.15044 -4.98288 2.18116 -0.94 -0.28 0.07
H -1.03438 -3.42641 2.20426 0.38 0.47 -0.14
H 0.51736 -3.54940 4.30331 -0.99 -0.48 -0.08
H 1.46821 -2.78034 3.20144 0.33 0.56 -0.45
H 2.26804 -4.77231 2.45061 0.64 -0.52 -0.11
H 2.33977 -4.79169 5.36586 0.26 -0.33 0.24
H 3.37404 -3.81097 4.35654 0.49 0.12 0.24
H 4.85657 -5.46605 3.97955 0.25 -0.09 0.30
H 3.69531 -6.56801 3.39399 -0.60 -0.09 -0.18
H 3.31328 -8.29081 6.44987 0.56 0.26 0.04
H 2.58337 -8.18698 4.89967 0.38 0.42 -0.74
H 2.25164 -6.95689 6.12867 -0.42 -0.13 -0.09
C 4.05771 7.79202 -2.96213 0.18 -0.18 0.59
O 2.79034 7.74209 -2.31022 0.58 -0.36 -1.31
C 1.85788 8.62910 -2.91662 -1.39 -0.29 2.71
C 0.67452 8.68159 -1.84978 1.39 0.60 -1.27
N 0.00319 7.40992 -1.64328 -1.08 1.04 -0.62
C -1.15696 7.61155 -0.75268 -0.10 -1.55 0.24
C -1.45084 6.38036 0.18501 0.25 -0.30 -0.73
O -0.25952 5.72423 0.59700 -0.07 0.25 0.01
C -0.06159 4.43290 0.02394 0.62 0.53 0.68
H 4.22507 8.84711 -3.17863 0.62 -0.12 -0.32
H 4.22445 7.13412 -3.81506 -0.96 0.25 -0.73
H 4.84208 7.37242 -2.33220 -0.19 0.51 0.79
H 1.44695 8.36876 -3.89205 0.18 -0.72 -0.08
H 2.29557 9.61980 -3.03927 0.12 0.25 0.23
H 0.09123 9.52744 -2.21369 -1.12 -0.53 -0.36
H 0.97310 9.09581 -0.88678 0.92 -0.07 0.22
H 0.66076 6.68034 -1.40785 -0.13 0.24 0.57
H -2.06641 7.72474 -1.34275 -0.07 0.08 -0.28
H -1.08807 8.54845 -0.19989 0.41 -0.04 0.41
H -2.08268 5.63409 -0.29661 0.09 -0.01 -0.80
H -2.10570 6.60741 1.02627 0.51 0.68 0.43
H -0.16135 4.43641 -1.06149 -0.50 -0.09 -0.07
H -0.67657 3.70683 0.55565 -0.23 -0.16 -0.43
H 0.97812 4.16906 0.21756 0.02 0.00 0.13
```
Positions in Å, forces in eV/Å.

---

Density functional theory data (ωB97M-V with the def2-TZVPD basis set) for the ion CH5NO4P with charge -1 at a distorted geometry.

Its structure (SMILES) is CO[P@](=O)([O-])ON. Its net charge is -1.

```
12
Properties=species:S:1:pos:R:3:forces:R:3
C -0.82718 0.54742 1.55129 -0.17 0.45 0.42
O -0.42959 -0.58388 0.88382 0.21 -0.36 -3.67
P -0.48725 -0.20229 -1.21932 0.50 -0.48 2.79
O -1.56025 0.76122 -1.46181 -0.24 0.37 0.08
O -0.34238 -1.52792 -1.84432 0.03 -0.21 0.11
O 0.96157 0.56751 -1.16826 -0.86 0.00 -0.15
N 1.98298 -0.34255 -0.78439 0.61 -0.53 0.19
H -1.83699 0.41966 1.97991 0.04 0.17 0.03
H -0.84911 1.42787 0.90045 -0.07 0.18 0.15
H -0.13031 0.75223 2.38278 -0.11 0.12 0.03
H 1.82372 -1.16950 -1.37155 0.06 0.21 0.12
H 1.69478 -0.64978 0.15140 -0.02 0.09 -0.11
```
Positions in Å, forces in eV/Å.

---

Density functional theory data (ωB97M-V with the def2-TZVPD basis set) for the molecule C2H5FOS at a distorted geometry.

Its net charge is 0.

```
10
Properties=species:S:1:pos:R:3:forces:R:3
C 1.17587 0.38460 0.30602 -2.61 1.26 -0.59
C 0.07046 -0.52931 -0.32940 0.56 -1.08 2.45
O -2.50739 -0.99462 -0.28561 -0.87 -0.33 -0.60
F -1.65509 1.40938 -0.21452 -0.13 -0.82 0.07
S -1.58717 -0.13870 0.39978 1.71 1.04 -0.23
H 0.73338 1.44056 0.41981 0.93 -1.41 -0.46
H 1.39708 0.06885 1.26446 0.44 -0.66 2.15
H 2.10170 0.39242 -0.22228 0.40 0.09 -0.76
H 0.09318 -1.67037 0.04323 0.43 2.41 -1.27
H 0.17799 -0.36279 -1.38149 -0.87 -0.51 -0.76
```
Positions in Å, forces in eV/Å.

---

Energy relative to the best compared isomer or geometry (same formula, charge and spin) values (in kcal per mole) by entry order: 144.66; 39.84; 1.56.